The following is a DFT calculation (ωB97M-V/def2-TZVPD) of a cluster of 17 separate species, C68H119N17 in total in a non-equilibrium geometry.

Geometry as ORCA input:
```
! RIJCOSX wB97M-V def2-TZVPD def2/J DEFGRID3
* xyz 0 1
C 1.916 -6.338 -1.899
C 2.281 -5.884 -3.322
C 1.818 -6.925 -4.411
C 0.866 -7.924 -3.892
N 0.133 -8.756 -3.589
H 0.844 -6.327 -1.699
H 2.421 -5.647 -1.225
H 2.264 -7.368 -1.817
H 3.328 -5.634 -3.492
H 1.777 -4.966 -3.624
H 2.618 -7.631 -4.635
H 1.268 -6.517 -5.259
C 3.938 -2.894 -1.415
C 4.880 -3.410 -0.284
C 6.297 -2.838 -0.385
C 6.965 -2.853 0.897
N 7.527 -2.845 1.902
H 2.976 -3.405 -1.428
H 4.326 -3.154 -2.400
H 3.624 -1.855 -1.514
H 4.988 -4.494 -0.336
H 4.295 -3.239 0.619
H 6.267 -1.771 -0.606
H 6.929 -3.350 -1.110
C 5.756 1.121 5.149
C 5.095 0.057 6.128
C 5.397 0.212 7.637
C 6.745 0.095 8.084
N 7.840 0.003 8.425
H 5.359 1.092 4.134
H 6.768 0.789 4.920
H 5.723 2.183 5.394
H 5.480 -0.936 5.894
H 4.036 0.082 5.869
H 4.815 -0.526 8.188
H 4.855 1.097 7.970
C -4.789 -0.133 -3.709
C -6.342 -0.208 -4.089
C -7.207 -0.046 -2.895
C -6.790 -0.909 -1.783
N -6.422 -1.599 -0.952
H -4.480 -0.842 -2.941
H -4.580 0.867 -3.330
H -4.214 -0.337 -4.612
H -6.541 -1.160 -4.581
H -6.489 0.627 -4.773
H -8.266 -0.204 -3.103
H -7.009 0.941 -2.478
C 2.009 -2.503 -6.103
C 0.559 -2.046 -6.220
C 0.449 -0.684 -6.856
C 0.519 -0.821 -8.328
N 0.577 -0.989 -9.520
H 2.134 -3.109 -5.206
H 2.699 -1.662 -6.038
H 2.366 -3.049 -6.976
H 0.070 -2.176 -5.255
H 0.137 -2.881 -6.779
H 1.214 -0.002 -6.485
H -0.390 -0.084 -6.502
C -7.964 4.271 2.228
C -6.594 3.798 1.718
C -6.485 2.710 0.617
C -5.171 2.088 0.288
N -4.173 1.585 0.016
H -7.856 5.278 2.630
H -8.474 3.661 2.973
H -8.600 4.384 1.350
H -6.232 3.321 2.629
H -5.954 4.642 1.458
H -7.043 3.162 -0.203
H -6.970 1.857 1.091
C 9.350 1.841 -0.347
C 9.703 1.179 0.958
C 8.498 1.205 1.955
C 7.231 0.597 1.484
N 6.260 0.118 1.061
H 9.101 2.895 -0.225
H 8.512 1.401 -0.888
H 10.276 1.824 -0.922
H 10.554 1.589 1.502
H 9.970 0.158 0.686
H 8.230 2.171 2.383
H 8.846 0.600 2.792
C 1.302 0.397 0.796
C -0.173 0.601 0.320
C -0.926 -0.684 -0.132
C -0.515 -1.173 -1.521
N -0.213 -1.603 -2.526
H 1.936 0.066 -0.027
H 1.409 -0.312 1.617
H 1.680 1.377 1.087
H -0.212 1.336 -0.484
H -0.746 0.962 1.174
H -1.997 -0.535 -0.270
H -0.872 -1.547 0.531
C -6.002 -2.413 4.730
C -4.746 -2.068 3.914
C -4.885 -1.096 2.680
C -5.951 -0.190 2.943
N -6.802 0.532 3.181
H -6.812 -2.680 4.051
H -6.378 -1.479 5.148
H -5.866 -3.143 5.527
H -4.212 -2.997 3.716
H -3.951 -1.654 4.534
H -5.106 -1.833 1.908
H -3.936 -0.639 2.399
C 4.002 2.344 -2.262
C 5.036 3.432 -1.865
C 4.585 4.460 -0.925
C 3.476 5.268 -1.450
N 2.536 5.911 -1.811
H 3.638 1.843 -1.364
H 4.419 1.511 -2.828
H 3.162 2.705 -2.855
H 5.385 3.853 -2.808
H 5.905 2.947 -1.419
H 5.406 5.148 -0.721
H 4.144 4.145 0.021
C -6.501 -4.732 -1.976
C -4.925 -4.465 -2.203
C -4.027 -5.727 -2.226
C -4.529 -6.766 -3.222
N -5.030 -7.567 -3.909
H -6.728 -5.019 -0.949
H -6.951 -5.411 -2.700
H -7.119 -3.836 -2.040
H -4.643 -3.800 -1.387
H -4.771 -3.911 -3.129
H -3.768 -6.094 -1.232
H -3.052 -5.388 -2.577
C 3.403 -2.004 3.367
C 3.529 -3.344 4.082
C 2.774 -3.392 5.463
C 1.419 -2.764 5.417
N 0.365 -2.250 5.417
H 2.442 -1.731 2.932
H 4.242 -1.973 2.672
H 3.663 -1.234 4.094
H 4.577 -3.496 4.339
H 3.157 -4.177 3.487
H 3.329 -2.717 6.115
H 2.952 -4.328 5.994
C 1.892 5.577 3.330
C 2.563 4.965 4.592
C 3.236 5.915 5.570
C 3.951 7.039 4.900
N 4.444 7.872 4.267
H 2.706 5.746 2.626
H 1.299 6.471 3.522
H 1.229 4.904 2.786
H 3.363 4.367 4.155
H 1.851 4.321 5.108
H 3.987 5.403 6.172
H 2.592 6.417 6.292
C -4.861 -7.994 -8.363
C -4.597 -6.859 -7.452
C -3.173 -6.799 -6.812
C -2.873 -5.496 -6.163
N -2.621 -4.526 -5.606
H -4.151 -8.119 -9.181
H -5.829 -8.142 -8.842
H -4.741 -8.843 -7.690
H -5.221 -6.829 -6.559
H -4.754 -5.907 -7.960
H -2.394 -6.950 -7.559
H -2.894 -7.539 -6.062
C -2.575 3.952 -2.392
C -1.311 4.724 -2.783
C -0.865 4.503 -4.223
C -1.070 3.220 -4.944
N -1.252 2.238 -5.503
H -2.354 2.885 -2.338
H -3.261 4.044 -3.234
H -2.952 4.135 -1.385
H -0.585 4.323 -2.076
H -1.543 5.766 -2.564
H 0.220 4.608 -4.238
H -1.356 5.237 -4.862
C -1.905 8.932 3.286
C -2.389 7.542 2.742
C -1.584 7.169 1.418
C -1.323 5.708 1.297
N -1.176 4.531 1.244
H -2.445 9.072 4.223
H -2.018 9.790 2.623
H -0.855 8.930 3.576
H -3.469 7.577 2.596
H -2.285 6.848 3.576
H -0.623 7.684 1.385
H -2.129 7.484 0.528
C -1.136 1.472 5.708
C -1.128 1.919 4.263
C -2.566 2.213 3.724
C -3.182 3.285 4.457
N -3.724 4.150 5.010
H -0.153 1.168 6.070
H -1.675 0.532 5.827
H -1.519 2.242 6.378
H -0.687 1.137 3.646
H -0.568 2.842 4.116
H -3.275 1.388 3.664
H -2.457 2.517 2.683
*
```

## Properties
Relative energy (zero: lowest compared OMol25 entry of this formula, charge and spin), kcal per mole: 118.1
LUMO, eV: -0.119
Kohn-Sham gap, Ha: 0.384
Highest occupied orbital energy, eV: -10.56